Computed, not measured: a structure of composition C40H72Cl36F12MgN2O8S4, with wB97M-V/def2-TZVPD.

Structure (XYZ):
```
175
C40H72Cl36F12MgN2O8S4 (wB97M-V/def2-TZVPD)
Mg 16.041 13.568 17.998
C 14.717 17.521 17.893
F 16.009 17.414 17.553
F 14.655 18.129 19.044
F 13.994 18.140 17.047
S 14.263 15.767 18.223
O 12.881 15.779 18.573
O 14.752 14.909 17.162
N 15.278 15.326 19.384
S 15.005 15.597 20.951
O 14.180 16.663 21.302
O 14.835 14.376 21.612
C 16.681 16.248 21.374
F 16.840 17.421 20.701
F 16.755 16.352 22.708
F 17.680 15.436 21.019
C 20.120 14.563 16.684
F 19.954 13.566 15.890
F 20.854 14.212 17.734
F 20.750 15.521 16.002
S 18.439 15.110 17.336
O 18.035 13.945 18.228
O 18.645 16.361 18.020
N 17.399 15.133 16.161
S 17.216 16.270 15.091
O 15.798 16.452 15.017
O 18.002 17.431 15.270
C 17.711 15.549 13.512
F 17.040 14.430 13.216
F 17.512 16.392 12.531
F 19.040 15.304 13.542
Cl 12.702 15.230 24.571
C 14.320 14.655 25.006
C 14.252 13.247 25.595
Cl 15.770 12.297 25.168
H 14.806 15.313 25.678
H 14.918 14.699 24.068
H 13.404 12.763 25.173
H 14.258 13.048 26.640
Cl 20.201 11.879 21.454
C 21.332 10.633 20.783
C 20.624 9.286 20.668
Cl 21.793 8.004 20.093
H 22.235 10.643 21.407
H 21.643 10.958 19.831
H 19.884 9.363 19.883
H 20.158 8.955 21.599
Cl 15.337 21.628 22.561
C 14.922 19.922 22.129
C 13.589 19.642 22.772
Cl 13.615 19.101 24.478
H 15.744 19.234 22.408
H 14.851 19.835 21.043
H 13.109 18.832 22.251
H 12.913 20.538 22.796
Cl 10.766 11.716 19.778
C 10.820 13.058 20.943
C 10.761 12.664 22.363
Cl 12.195 11.634 22.947
H 9.946 13.659 20.736
H 11.720 13.649 20.756
H 9.865 11.969 22.401
H 10.703 13.564 23.033
Cl 12.593 20.296 16.072
C 10.937 19.688 16.715
C 10.190 18.862 15.661
Cl 9.354 19.850 14.406
H 10.363 20.538 17.015
H 11.077 19.110 17.643
H 9.382 18.243 16.099
H 10.850 18.097 15.125
Cl 9.231 18.022 19.915
C 10.944 17.957 20.654
C 10.933 17.692 22.150
Cl 9.606 16.650 22.655
H 11.433 18.901 20.320
H 11.400 17.105 20.119
H 10.769 18.583 22.708
H 11.848 17.188 22.417
Cl 12.019 14.339 15.792
C 10.410 13.733 16.255
C 9.794 12.882 15.227
Cl 10.830 11.383 14.720
H 9.820 14.638 16.489
H 10.511 13.238 17.219
H 9.544 13.414 14.301
H 8.829 12.454 15.684
Cl 18.697 18.567 28.096
C 17.788 19.168 26.681
C 17.995 18.273 25.500
Cl 17.212 16.729 25.796
H 18.127 20.232 26.507
H 16.740 19.214 26.974
H 19.041 18.127 25.267
H 17.628 18.835 24.660
Cl 9.802 15.811 10.338
C 9.104 16.885 11.563
C 8.836 16.201 12.920
Cl 7.617 14.912 12.693
H 8.109 17.383 11.168
H 9.848 17.627 11.722
H 8.464 16.962 13.579
H 9.754 15.722 13.329
Cl 17.084 21.370 14.846
C 16.428 20.809 16.386
C 17.545 20.965 17.429
Cl 16.823 20.460 18.999
H 16.154 19.740 16.317
H 15.476 21.281 16.539
H 17.821 21.946 17.502
H 18.394 20.278 17.183
Cl 19.819 19.251 21.179
C 20.147 17.478 21.123
C 19.953 16.764 22.393
Cl 21.215 17.095 23.636
H 21.153 17.403 20.769
H 19.495 16.972 20.365
H 20.053 15.707 22.102
H 19.020 16.841 22.999
Cl 19.806 12.150 27.809
C 19.707 12.451 25.967
C 19.099 13.808 25.823
Cl 18.912 14.168 24.107
H 19.140 11.624 25.499
H 20.772 12.362 25.631
H 19.737 14.616 26.150
H 18.055 13.776 26.036
Cl 14.337 14.458 8.735
C 14.472 14.932 10.475
C 13.290 14.397 11.253
Cl 13.488 14.824 13.021
H 14.522 16.034 10.508
H 15.421 14.618 10.894
H 13.067 13.330 11.289
H 12.364 14.853 11.061
Cl 11.055 21.413 19.685
C 12.839 21.588 19.867
C 13.449 22.914 19.626
Cl 13.535 23.294 17.900
H 13.254 20.804 19.261
H 12.961 21.399 20.904
H 14.443 22.873 19.967
H 12.974 23.755 20.112
Cl 12.373 19.117 10.592
C 13.202 19.162 12.197
C 14.474 19.972 12.199
Cl 15.604 18.949 11.261
H 13.386 18.148 12.496
H 12.518 19.487 12.994
H 14.921 19.953 13.188
H 14.277 20.946 11.796
Cl 19.710 8.871 25.500
C 17.938 8.943 25.288
C 17.522 9.161 23.861
Cl 17.699 7.766 22.723
H 17.590 9.699 25.992
H 17.612 7.977 25.710
H 17.997 10.025 23.395
H 16.441 9.389 23.924
Cl 16.444 11.915 15.984
C 14.957 11.885 14.936
C 14.898 10.631 14.102
Cl 16.307 10.256 13.070
H 15.078 12.821 14.285
H 14.009 11.992 15.431
H 14.014 10.742 13.420
H 14.596 9.785 14.695
Cl 17.092 11.611 19.400
C 15.598 10.571 19.838
C 14.443 11.458 20.078
Cl 13.907 12.187 18.513
H 15.893 10.105 20.781
H 15.701 9.876 19.046
H 14.632 12.342 20.748
H 13.602 10.846 20.467
```

DFT total energy = -21837.012761 Eh
E_HOMO = -10.5277 eV
F_max = 0.06465 Eh/bohr
HOMO-LUMO gap = 10.12 eV
Net charge = 0